Arrangement 1

C6H10N | the ωB97M-V functional and the def2-TZVPD basis

SMILES: C=C(C)C[N+]#CC
Gap between HOMO and LUMO, eV: 9.62
Molecular weight, g/mol: 96.15
LUMO level, Ha: -0.148
Charge: +1

Each line ends with the Löwdin charge.
Positions of all 17 atoms, in Å:
N -0.5610 1.2213 -0.3393  0.22
C -1.0140 0.0040 -0.8387  -0.07
C 0.1684 1.8878 0.2102  0.01
C -0.7859 -2.4907 -0.4668  -0.07
C 0.8669 -0.9780 0.5890  0.08
C -0.1990 -1.1591 -0.1853  -0.29
C 0.9948 2.9530 0.6695  0.03
H 1.7189 3.4109 -0.0633  0.14
H 1.2009 -0.0300 0.8362  0.01
H -1.0139 0.0886 -1.8737  0.13
H -0.4698 -3.1375 -1.2423  0.07
H 0.1867 3.6643 1.1560  0.17
H -1.8438 -2.6491 -0.5525  0.08
H 1.6347 2.7078 1.4930  0.10
H -1.9860 -0.3150 -0.6297  0.12
H 1.4797 -1.9029 0.9450  0.13
H -0.3776 -3.2756 0.2928  0.13

***

Arrangement 2

C6H10N | the ωB97M-V functional and the def2-TZVPD basis

Gap between HOMO and LUMO, eV: 10.39
Molecular weight, g/mol: 96.15
LUMO level, Ha: -0.142
Charge: +1

Each line ends with the Löwdin charge.
Positions of all 17 atoms, in Å:
N -0.6649 0.4935 -0.8398  0.15
C -2.4858 0.2420 -0.7969  0.15
C 0.0633 0.3689 0.1842  -0.33
C 2.1015 -0.5566 -0.2137  -0.12
C 1.5003 0.8329 0.0221  -0.08
C 2.4596 -1.6018 -0.6692  0.14
C -0.1756 -0.1748 1.5680  0.01
H 0.5263 -1.0545 1.7667  0.13
H -1.1944 -0.6391 1.6760  0.10
H -2.7966 0.0821 -1.8524  0.08
H 1.9280 1.1948 0.9407  0.12
H 2.8593 -2.5661 -1.0337  0.07
H -2.8129 1.1964 -0.4285  0.06
H -0.2510 0.7877 -1.7751  0.19
H 0.1316 0.5392 2.3337  0.11
H 1.4851 1.4688 -0.8543  0.12
H -2.6739 -0.6135 -0.0280  0.10

***

Arrangement 3

C6H10N | the ωB97M-V functional and the def2-TZVPD basis

Gap between HOMO and LUMO (spin up / spin down), eV: 7.98 / 6.13
Molecular weight, g/mol: 96.15
LUMO level (spin up / spin down), Ha: -0.224 / -0.237
Charge: +1

Each line ends with the Löwdin charge.
Positions of all 17 atoms, in Å:
N -1.4901 0.4831 1.0597  0.17
C 0.5327 -2.3470 -0.4782  0.01
C -0.0456 1.3764 0.1026  -0.04
C 0.0937 2.7910 0.1981  -0.06
C 0.0008 -1.0360 -0.1004  -0.09
C -1.1736 -0.8159 0.7379  -0.30
C 0.6029 0.2489 -0.5208  -0.11
H -2.0559 -1.2894 0.2672  0.18
H 1.6935 0.2665 -0.4166  0.18
H -0.2606 -3.0651 -0.6777  0.11
H 0.7902 3.0269 1.0163  0.11
H -1.1018 -1.4085 1.6686  0.18
H 1.1182 -2.7647 0.3476  0.13
H -0.8548 3.2637 0.4573  0.11
H 1.1957 -2.2861 -1.3381  0.11
H 0.5141 3.2244 -0.7135  0.11
H 0.4406 0.3319 -1.6098  0.20

***

Arrangement 4

C6H10N | the ωB97M-V functional and the def2-TZVPD basis

Gap between HOMO and LUMO, eV: 7.71
Molecular weight, g/mol: 96.15
LUMO level, Ha: -0.243
Charge: +1

Each line ends with the Löwdin charge.
Positions of all 17 atoms, in Å:
N 0.9350 1.3922 0.1399  0.10
C 1.3322 0.2640 0.0956  -0.47
C -1.1258 0.3182 0.1269  0.08
C 2.7502 -0.1728 -0.0249  -0.02
C -2.4797 -0.3051 -0.0853  -0.01
C -0.5110 1.5791 0.1803  -0.14
C 0.3608 -0.8559 -0.1177  0.08
H -2.9254 -0.9281 0.7705  0.15
H 3.4099 0.7821 -0.2785  0.14
H -2.2970 -1.1613 -0.7843  0.12
H 3.0555 -0.6979 0.8320  0.06
H 0.2948 -1.7066 0.6620  0.15
H 0.1990 -1.1194 -1.2015  0.14
H -3.3495 0.2991 -0.3656  0.10
H 2.8789 -0.8613 -0.9455  0.12
H -0.6044 2.3470 -0.5879  0.17
H -0.8240 2.1159 1.1514  0.21

***

Energetically preferred structure: arrangement 1 | next structure: +15.5 kcal/mol

***

Arrangement 1

C6H10N | the ωB97M-V functional and the def2-TZVPD basis

SMILES: C=C(C)C[N+]#CC
Gap between HOMO and LUMO, eV: 9.31
Molecular weight, g/mol: 96.15
LUMO level, Ha: -0.182
Charge: +1

Each line ends with the Löwdin charge.
Positions of all 17 atoms, in Å:
N 0.0001 0.2228 -1.4665  0.19
C 0.8103 -0.5578 -1.1071  -0.06
C 0.3087 -0.4656 1.1222  0.11
C -0.8409 1.0140 -0.6501  -0.09
C 1.8048 -1.4821 -1.6484  0.02
C -0.5916 0.4630 0.7522  -0.29
C -1.5689 1.1434 1.6302  -0.03
H 2.8885 -1.1405 -1.4133  0.15
H -0.9630 1.5122 2.4947  0.11
H -0.5440 2.0003 -0.5676  0.13
H -1.7758 0.9777 -1.1652  0.15
H -2.1177 1.8578 1.0363  0.08
H 1.6617 -1.5029 -2.6915  0.09
H 0.7885 -1.2448 0.5474  0.07
H 0.5759 -0.5961 2.1104  0.09
H 1.7493 -2.4639 -1.1457  0.11
H -2.1861 0.2626 2.1621  0.16

***

Arrangement 2

C6H10N | the ωB97M-V functional and the def2-TZVPD basis

SMILES: C=C1[C@@H]2CC[C@]12[NH3+]
Gap between HOMO and LUMO, eV: 9.71
Molecular weight, g/mol: 96.15
LUMO level, Ha: -0.134
Charge: +1

Each line ends with the Löwdin charge.
Positions of all 17 atoms, in Å:
N 1.7614 -0.7627 -0.6580  0.26
C -1.4305 1.2525 -1.8463  0.08
C -0.8528 0.4050 -1.0246  -0.07
C 0.5290 -0.1655 0.0574  -0.20
C -1.1322 0.1564 1.2907  -0.10
C -0.9512 -0.6440 -0.0045  -0.17
C 0.3790 0.3493 1.4153  -0.14
H -1.3439 -1.6000 -0.1377  0.13
H -0.8433 2.0660 -2.2491  0.07
H -1.4492 1.1612 1.0356  0.12
H 2.3450 -1.2688 0.0006  0.17
H -1.7481 -0.3618 2.0293  0.14
H 0.8380 -0.4998 2.0528  0.15
H -2.3842 1.0198 -2.2880  0.08
H 2.3777 -0.0985 -1.1020  0.16
H 0.8018 1.3290 1.8018  0.14
H 1.4440 -1.4024 -1.3927  0.18

***

Energetically preferred structure: arrangement 1 | next structure: +15.0 kcal/mol

***

Arrangement 1

C6H10N | the ωB97M-V functional and the def2-TZVPD basis

SMILES: C#[N+]/C=C/CCC
Gap between HOMO and LUMO, eV: 9.11
Molecular weight, g/mol: 96.15
LUMO level, Ha: -0.194
Charge: +1

Each line ends with the Löwdin charge.
Positions of all 17 atoms, in Å:
N -3.3732 0.1248 0.0270  0.11
C 2.7149 -0.0516 -0.3484  -0.09
C -4.4168 0.4371 -0.3672  0.36
C -1.1981 -0.0516 -0.1267  0.01
C 0.2080 -0.3888 0.1790  -0.21
C -2.2671 -0.3396 0.5792  -0.07
C 1.3731 0.6008 0.0797  -0.24
H 3.0994 -0.6303 0.5037  0.09
H 0.7087 -1.1320 -0.4979  0.14
H -5.2254 1.0542 -0.5937  0.12
H 0.2482 -0.8939 1.1389  0.12
H 1.5989 0.8717 1.1395  0.12
H -2.3168 -0.9842 1.3224  0.11
H 3.2355 0.8017 -0.4520  0.03
H -1.2317 0.5824 -1.0529  0.16
H 0.9114 1.5236 -0.5004  0.15
H 2.7765 -0.7687 -1.1600  0.08

***

Arrangement 2

C6H10N | the ωB97M-V functional and the def2-TZVPD basis

Gap between HOMO and LUMO (spin up / spin down), eV: 6.58 / 7.82
Molecular weight, g/mol: 96.15
LUMO level (spin up / spin down), Ha: -0.246 / -0.239
Charge: +1

Each line ends with the Löwdin charge.
Positions of all 17 atoms, in Å:
N 0.6893 -1.0169 -0.0466  0.09
C -1.6177 -0.0078 -0.2921  0.19
C -2.9850 0.2176 0.0130  -0.03
C 2.9233 -0.1957 -0.0453  -0.02
C 0.9417 1.3415 -0.0127  0.19
C -0.6964 -1.0448 0.0386  -0.24
C 1.4514 0.0491 0.0006  -0.39
H -0.0700 1.5396 0.3229  0.05
H 3.3814 0.1214 0.8902  0.10
H 1.4843 2.1602 -0.4551  0.10
H 3.1171 -1.2544 -0.1923  0.09
H -3.5420 0.4422 -0.9042  0.13
H -3.4883 -0.5675 0.5902  0.12
H -0.8911 -1.4832 1.0366  0.19
H 3.3809 0.3764 -0.8489  0.09
H -1.0435 -1.8307 -0.6811  0.20
H -3.0355 1.1529 0.5863  0.14

***

Arrangement 3

C6H10N | the ωB97M-V functional and the def2-TZVPD basis

Gap between HOMO and LUMO, eV: 7.16
Molecular weight, g/mol: 96.15
LUMO level, Ha: -0.229
Charge: +1

Each line ends with the Löwdin charge.
Positions of all 17 atoms, in Å:
N -0.8778 0.8981 0.6831  -0.05
C 2.2850 0.2664 1.0067  0.17
C -1.2900 0.0620 -0.4679  -0.19
C 1.9293 -0.1442 -0.1535  0.08
C 1.1741 -0.5160 -1.2154  -0.16
C -1.6816 1.3452 1.5331  -0.02
C -0.1819 -1.0511 -0.7964  -0.15
H -0.7145 -1.6678 -1.5808  0.14
H 1.8329 1.2019 1.3196  0.13
H 2.9751 -0.2974 1.5702  0.11
H -1.2229 1.7645 2.3929  0.07
H 1.9225 -1.3980 -1.6433  0.26
H 1.0935 0.2583 -1.9825  0.17
H -1.5831 0.7494 -1.2185  0.10
H -2.7658 1.1738 1.4916  0.10
H -2.1447 -0.5939 -0.1502  0.13
H -0.0589 -1.4378 0.2486  0.13

***

Arrangement 4

C6H10N | the ωB97M-V functional and the def2-TZVPD basis

Gap between HOMO and LUMO (spin up / spin down), eV: 9.19 / 9.19
Molecular weight, g/mol: 96.15
LUMO level (spin up / spin down), Ha: -0.197 / -0.197
Charge: +1

Each line ends with the Löwdin charge.
Positions of all 17 atoms, in Å:
N 0.0651 0.2669 0.0288  -0.25
C -0.6963 -0.1534 1.1937  -0.04
C 2.9887 -0.2595 -0.0612  0.14
C 0.8963 1.4231 0.1002  -0.12
C 2.1421 0.7261 -0.0302  0.09
C 1.8170 -1.0822 -0.0367  0.04
C -0.6753 -0.0047 -1.2047  -0.05
H 0.5784 2.0447 -0.6563  0.12
H 1.4706 -1.7512 -0.9257  0.16
H 0.6723 1.9974 0.9705  0.14
H -0.9736 -1.0055 -1.3642  0.09
H 1.5961 -1.6084 0.8649  0.09
H -1.7396 0.1622 1.0468  0.10
H -0.6340 -1.2353 1.5788  0.13
H -0.3684 0.4511 2.1374  0.14
H -1.6644 0.3950 -1.3339  0.10
H -0.1962 0.1818 -2.1535  0.11

***

Energetically preferred structure: arrangement 1 | next structure: +18.0 kcal/mol